1.
Density functional theory data (ωB97M-V with the def2-TZVPD basis set) for a structure of composition C26H37Ge2MoN3O5S in a non-equilibrium geometry.

CARTESIAN COORDINATES (ANGSTROEM)
Mo1 -0.436 0.052 -0.020
O1 -2.065 -5.149 2.911
C1 -1.697 -4.086 2.206
C2 -2.174 -3.815 0.912
C3 -1.713 -2.679 0.305
N1 -0.847 -1.869 0.892
C4 -0.415 -2.097 2.123
C5 -0.807 -3.199 2.834
C6 0.403 -0.924 2.625
O2 0.824 -0.762 3.718
O3 0.506 0.021 1.622
C7 -2.157 -2.114 -1.021
O4 -2.894 -2.578 -1.806
O5 -1.544 -0.837 -1.187
H1 -2.702 -5.705 2.441
H2 -2.884 -4.461 0.410
H3 -0.463 -3.382 3.843
C8 0.231 5.321 -0.815
C9 -0.280 4.093 -0.053
Ge1 -0.130 2.424 -1.033
C10 -1.660 2.255 -2.307
C11 -1.873 3.515 -3.152
C12 1.369 2.555 -2.289
C13 2.077 1.406 -2.666
Ge2 1.749 -0.161 -1.468
C14 1.395 -1.876 -2.341
C15 2.433 -2.458 -3.305
C16 3.161 -0.238 -0.114
C17 4.622 -0.231 -0.569
C18 3.010 1.447 -3.734
C19 3.005 2.523 -4.687
C20 3.928 2.575 -5.692
C21 4.905 1.570 -5.789
C22 4.934 0.495 -4.889
C23 3.996 0.423 -3.897
H4 0.106 6.227 -0.222
H5 -0.295 5.476 -1.755
H6 1.296 5.239 -1.041
H7 -1.333 4.193 0.220
H8 0.279 3.978 0.878
H9 -2.533 2.047 -1.687
H10 -1.483 1.384 -2.937
H11 -2.080 4.389 -2.535
H12 -2.729 3.386 -3.817
H13 -1.008 3.743 -3.778
H14 1.674 3.512 -2.708
H15 0.430 -1.781 -2.841
H16 1.251 -2.555 -1.494
H17 2.558 -1.836 -4.191
H18 2.116 -3.442 -3.651
H19 3.409 -2.587 -2.832
H20 2.947 -1.147 0.455
H21 2.970 0.600 0.556
H22 4.877 -1.113 -1.162
H23 5.289 -0.230 0.294
H24 4.865 0.655 -1.157
H25 2.245 3.288 -4.625
H26 3.912 3.384 -6.409
H27 5.646 1.625 -6.576
H28 5.691 -0.272 -4.985
H29 4.016 -0.405 -3.208
C24 -0.017 3.227 4.018
N2 -0.642 2.407 2.972
C25 -1.892 2.371 2.534
S1 -2.359 1.275 1.261
N3 -2.879 3.130 3.003
C26 -2.932 4.051 4.148
H30 1.057 3.101 3.910
H31 -0.298 2.894 5.013
H32 -0.249 4.279 3.892
H33 -0.040 1.723 2.536
H34 -3.739 3.020 2.488
H35 -2.438 3.632 5.016
H36 -3.981 4.184 4.396
H37 -2.508 5.022 3.904

Its spin multiplicity is 3. Its largest force on an atom is 1.6 eV Å⁻¹. As for the total charge: +2. Its HOMO energy (spin up / spin down) is -0.4950 / -0.4985 hartree. For the energy above the lowest of the compared OMol25 structures with the same formula, charge and spin, the calculation gives 27.64 kcal/mol.

2.
Density functional theory data (ωB97M-V with the def2-TZVPD basis set) for a structure of composition C26H38AuN2O2SSb2.

CARTESIAN COORDINATES (ANGSTROEM)
Au1 0.246 -0.003 0.405
C1 3.667 0.085 -1.598
Sb1 2.830 -0.065 0.326
C2 3.523 -1.885 1.167
C3 3.824 1.430 1.483
C4 4.051 2.666 0.662
C5 5.219 2.780 -0.085
C6 5.466 3.901 -0.865
C7 4.538 4.930 -0.901
C8 3.379 4.835 -0.145
C9 3.121 3.712 0.637
C10 1.877 3.675 1.468
Sb2 0.293 2.665 0.452
C11 0.176 3.548 -1.458
C12 -1.462 3.217 1.486
H1 3.545 1.101 -1.967
H2 3.196 -0.624 -2.274
H3 4.728 -0.145 -1.500
H4 4.386 -1.630 1.782
H5 3.840 -2.564 0.380
H6 2.767 -2.357 1.790
H7 4.768 0.952 1.751
H8 3.266 1.587 2.403
H9 5.966 1.995 -0.032
H10 6.389 3.979 -1.423
H11 4.726 5.814 -1.494
H12 2.678 5.663 -0.141
H13 1.473 4.675 1.639
H14 1.989 3.201 2.442
H15 -0.080 4.597 -1.303
H16 -0.601 3.066 -2.046
H17 1.136 3.475 -1.965
H18 -1.509 4.305 1.432
H19 -1.391 2.905 2.527
H20 -2.348 2.791 1.024
O1 -6.593 -0.216 1.794
C13 -6.173 -0.153 0.458
C14 -4.676 -0.049 0.441
C15 -3.978 0.086 -0.758
C16 -2.607 0.156 -0.725
N1 -1.909 0.122 0.426
C17 -2.563 -0.003 1.600
C18 -3.945 -0.097 1.621
C19 -1.759 -0.041 2.856
C20 -2.360 0.071 4.099
C21 -1.580 0.001 5.249
C22 -2.214 0.096 6.608
O2 -3.535 0.547 6.441
C23 -0.209 -0.172 5.098
C24 0.316 -0.260 3.824
N2 -0.433 -0.194 2.719
H21 -7.551 -0.317 1.836
H22 -6.584 0.717 -0.069
H23 -6.459 -1.045 -0.112
H24 -4.491 0.125 -1.710
H25 -2.031 0.240 -1.638
H26 -4.480 -0.222 2.549
H27 -3.421 0.230 4.209
H28 -1.619 0.764 7.238
H29 -2.179 -0.903 7.063
H30 -3.964 0.634 7.300
H31 0.448 -0.231 5.956
H32 1.383 -0.388 3.682
C25 1.123 -3.055 -1.390
S1 -0.179 -2.304 -0.398
C26 -0.217 -3.384 1.044
H33 2.085 -3.042 -0.891
H34 1.164 -2.523 -2.338
H35 0.823 -4.086 -1.578
H36 -0.551 -4.366 0.713
H37 -0.941 -2.972 1.744
H38 0.763 -3.455 1.512

Its largest force on an atom is 0.3 eV Å⁻¹. As for the total charge: +3. Its HOMO energy is -0.6053 hartree.

total charge of number 2 (C26H38AuN2O2SSb2)? +3